Entry 1:
Here is C36H37NP2PtS as an isolated structure from the OMol25 dataset. Energies are from ωB97M-V/def2-TZVPD.

Geometry (Å):
Pt 0.10133 -0.11415 3.14409
C -1.89596 0.84648 -4.46991
C -1.92463 -0.43158 -4.02301
C -1.05313 -1.56600 -4.47824
C 0.27104 -1.18775 -5.17445
C 1.19350 -0.34449 -4.32820
C 1.22317 0.97324 -4.19590
C 0.34962 1.98748 -4.88941
C -0.97495 1.46185 -5.48207
C 1.75102 0.47979 4.35476
H -2.64255 1.54822 -4.08660
H -2.70918 -0.71705 -3.31711
H -1.62249 -2.21800 -5.16229
H -0.81626 -2.18460 -3.59761
H 0.80170 -2.13545 -5.35251
H 0.07117 -0.75441 -6.16063
H 1.94661 -0.95642 -3.79848
H 2.01562 1.43769 -3.58253
H 0.91858 2.46901 -5.70255
H 0.11168 2.78795 -4.17090
H -1.50573 2.34712 -5.86469
H -0.77759 0.82054 -6.34659
H 1.42457 1.44740 4.75029
H 2.70945 0.64507 3.84150
H 1.83107 -0.24469 5.16786
P -1.43898 -0.52642 1.49632
P 1.53257 0.01514 1.42250
C -0.56909 -0.74349 -0.04631
C 0.76626 -0.55862 -0.07231
C -2.42417 -2.04882 1.59853
C -2.80895 -2.77476 0.45829
C -3.55068 -3.95304 0.60592
C -3.93338 -4.39536 1.86943
C -3.57821 -3.65022 2.99580
C -2.82963 -2.47648 2.86570
C -2.68214 0.76378 1.10083
C -2.27335 2.10723 1.02315
C -3.20855 3.11605 0.76270
C -4.54891 2.80669 0.52688
C -4.94269 1.46619 0.53250
C -4.01498 0.45282 0.79392
C 3.04360 -0.99691 1.59350
C 2.92914 -2.30009 2.10531
C 4.07706 -3.07855 2.29426
C 5.33512 -2.57694 1.95703
C 5.44360 -1.29023 1.42059
C 4.30246 -0.50629 1.22613
C 2.15801 1.66986 0.93875
C 2.38465 2.63189 1.92494
C 2.86627 3.90150 1.57988
C 3.11224 4.21768 0.24330
C 2.90012 3.25797 -0.74431
C 2.43797 1.98047 -0.40617
H -1.13605 -1.00551 -0.93557
H 1.38361 -0.71524 -0.95637
H -2.53461 -2.45055 -0.54147
H -3.83090 -4.52809 -0.27679
H -4.50828 -5.32216 1.98431
H -3.87816 -3.97887 3.98842
H -2.54032 -1.89014 3.74114
H -1.22707 2.36150 1.18278
H -2.88942 4.15935 0.74441
H -5.27958 3.60355 0.33678
H -5.98767 1.21728 0.33475
H -4.35477 -0.58356 0.76786
H 1.94833 -2.68604 2.37518
H 3.98531 -4.08603 2.70452
H 6.23291 -3.19010 2.10534
H 6.42367 -0.89563 1.14499
H 4.40128 0.49328 0.79895
H 2.18905 2.38945 2.96739
H 3.04162 4.63226 2.36721
H 3.47004 5.22000 -0.01986
H 3.09897 3.49637 -1.78999
H 2.28957 1.24118 -1.18721
S -0.25541 -0.03995 7.78732
C -0.57426 -0.15011 6.21282
N -0.75082 -0.20053 5.02118

Force components x, y, z for each atom (eV/Å):
Pt -0.1 0.0 1.4
C 0.7 3.1 -1.4
C 0.3 -3.6 0.4
C 0.5 0.9 0.1
C 0.0 -0.4 -0.1
C 0.4 -0.7 0.3
C 0.3 0.6 0.0
C 0.4 0.2 0.5
C -1.1 0.4 -0.2
C 1.5 1.0 0.2
H 0.1 -0.3 0.1
H 0.1 0.2 -0.1
H -0.3 0.1 0.3
H -0.3 0.0 -0.1
H -0.3 0.3 -0.1
H 0.2 -0.2 0.2
H -0.4 0.6 -0.1
H -0.4 -0.4 -0.3
H -0.2 -0.2 0.2
H 0.0 -0.2 -0.2
H 0.2 -0.3 0.1
H -0.1 0.0 0.3
H -0.2 -0.1 -0.1
H -0.4 -0.5 0.1
H 0.0 -0.3 -0.4
P -0.7 -0.3 -4.2
P 0.8 -0.7 -3.3
C -2.8 -0.1 0.9
C 2.9 0.4 0.7
C -0.3 -0.1 0.8
C 0.0 -0.4 0.3
C 0.1 0.4 -0.1
C 0.0 0.0 0.4
C 0.0 0.1 0.1
C -0.1 -0.4 -0.2
C 0.0 0.4 0.4
C -0.5 0.1 0.2
C 0.4 -0.1 -0.1
C 0.0 -0.2 0.0
C 0.1 0.1 -0.2
C -0.3 0.0 0.3
C 0.1 0.0 0.5
C 0.5 0.1 0.1
C -0.3 0.0 -0.1
C 0.0 0.2 -0.1
C -0.1 -0.1 -0.1
C 0.2 0.0 0.2
C 0.0 0.4 0.7
C 0.2 0.5 -0.3
C -0.1 -0.2 0.0
C 0.0 0.2 0.3
C -0.1 -0.4 0.1
C -0.1 0.4 0.3
H -0.1 0.1 0.2
H -0.1 -0.1 0.3
H 0.0 -0.1 0.3
H 0.1 0.2 0.2
H 0.3 0.4 -0.1
H 0.0 0.0 -0.2
H -0.2 -0.3 -0.2
H -0.1 0.0 0.1
H 0.0 -0.3 0.0
H 0.4 -0.4 0.1
H 0.4 0.0 0.0
H 0.1 0.3 0.2
H 0.1 0.0 0.0
H 0.0 0.3 -0.1
H -0.4 0.3 0.0
H -0.3 -0.1 0.1
H 0.0 -0.3 0.2
H 0.0 0.3 -0.4
H 0.0 -0.1 -0.2
H -0.1 -0.5 0.1
H 0.0 -0.1 0.3
H -0.1 0.1 0.2
S -0.2 -0.1 -0.4
C -0.4 0.0 -2.5
N 0.0 -0.1 2.9

* Kohn-Sham gap (alpha / beta): 3.6 / 3.5 eV
* 2S+1: 5
* ⟨S²⟩: 6.04
* net charge: +2
* HOMO (alpha / beta): -9.099 / -13.351 eV
* LUMO (alpha / beta): -0.2034 / -0.3615 Eh


Entry 2:
Here is one molecule with the formula C3H9N2 from the OMol25 dataset. Energies are from ωB97M-V/def2-TZVPD.

Geometry (Å):
C 1.18847 0.81001 1.40043
C 0.11368 1.11454 0.34549
N -1.16846 -1.68017 -1.48386
C -1.09887 -0.58955 -0.78879
N 0.09757 -0.13197 -0.39215
H 1.18716 -0.28338 1.82982
H 2.30528 0.93340 1.03598
H 1.45495 1.64309 2.12938
H -0.84443 1.48344 0.71485
H 0.51672 1.87803 -0.31204
H -0.38218 -2.27808 -1.83842
H -2.11244 -1.98886 -1.71836
H -2.11869 -0.13693 -0.40667
H 0.86126 -0.77355 -0.51567

Force components x, y, z for each atom (eV/Å):
C 3.5 0.6 1.5
C 3.1 -1.1 0.0
N -0.5 -5.7 -3.6
C -3.6 4.5 2.0
N -0.7 0.8 -0.1
H -0.5 2.4 -0.4
H -2.1 -0.9 -0.7
H -1.6 -1.1 0.1
H -0.1 -0.8 0.1
H -0.1 0.6 0.0
H -1.3 1.3 0.8
H 1.0 -0.1 0.0
H 2.5 -1.0 -0.4
H 0.5 0.4 0.7

* Kohn-Sham gap (alpha / beta): 5.1 / 9.8 eV
* 2S+1: 2
* ⟨S²⟩: 0.75
* net charge: 0
* HOMO (alpha / beta): -3.861 / -8.645 eV
* LUMO (alpha / beta): 0.0444 / 0.0410 Eh


Entry 3:
Here is C22H64F6HfN4O10P as an isolated structure from the OMol25 dataset. Energies are from ωB97M-V/def2-TZVPD.

Geometry (Å):
Hf -2.78213 0.29011 0.46479
P 0.71343 -0.63767 0.12501
F -0.34252 -0.26582 -1.03093
F 1.10077 0.98470 0.24946
F -0.57521 -0.26453 1.07096
F 1.49825 -0.92629 1.50083
F 0.38153 -2.23787 0.16193
F 1.94865 -0.81995 -0.89871
C 1.38178 2.83755 -2.29898
O -0.03939 2.82448 -2.36706
H 1.79610 3.82838 -2.11267
H 1.79245 2.35649 -1.41126
H 1.90512 2.50155 -3.19413
H -0.27725 3.12469 -3.24735
C 2.64892 2.53887 3.31880
O 3.57912 3.30714 4.03240
H 2.60426 2.63885 2.23432
H 2.85882 1.48237 3.48569
H 1.66334 2.77304 3.72116
H 3.29944 3.44180 4.94084
C 7.15816 2.61025 0.59045
C 6.01674 2.16893 1.53245
C 5.97565 0.64622 1.97356
O 5.86045 -0.23903 0.84520
C 4.57148 -0.14537 0.28434
N 6.17300 3.00238 2.73127
H 7.19571 3.67512 0.36076
H 7.08137 2.08892 -0.36370
H 8.12976 2.43669 1.05301
H 5.02243 2.40227 1.15166
H 5.16254 0.54543 2.69245
H 6.91328 0.33656 2.43514
H 4.45266 0.68204 -0.41522
H 3.76955 -0.15009 1.02258
H 4.51381 -1.11604 -0.20816
H 6.56423 3.91484 2.54567
H 5.28778 3.17965 3.18410
C 0.77486 -0.06701 -4.70935
C 1.13406 -1.49927 -4.88697
C 2.65342 -1.70479 -5.27659
O 2.83892 -3.05504 -5.69182
C 4.16002 -3.30332 -6.12510
N 0.81145 -2.17255 -3.62371
H 0.96022 0.48931 -5.62817
H 1.27463 0.46717 -3.90128
H -0.30756 -0.03163 -4.58602
H 0.51714 -1.88211 -5.69996
H 3.17514 -1.45034 -4.35401
H 2.96745 -1.01383 -6.05894
H 4.91146 -3.00514 -5.39399
H 4.34803 -2.79771 -7.07227
H 4.40105 -4.35493 -6.28041
H 1.31674 -1.76899 -2.84787
H 1.22370 -3.09354 -3.66750
C -2.79660 -4.09330 -1.33162
C -2.82535 -3.33309 0.00495
C -2.00699 -4.15120 1.02648
O -1.68998 -3.23407 2.11814
C -0.61026 -3.64153 2.92222
N -2.31768 -2.04975 -0.31628
H -3.06223 -5.14104 -1.19096
H -1.82212 -4.24295 -1.79645
H -3.49465 -3.66348 -2.05001
H -3.82552 -3.29408 0.43651
H -1.12735 -4.60720 0.57216
H -2.55238 -5.00451 1.42961
H 0.34615 -3.77236 2.41599
H -0.95567 -4.58158 3.35243
H -0.57585 -2.90886 3.72851
H -2.61222 -1.97616 -1.27957
H -1.38247 -2.42394 -0.39019
C -4.04521 -2.13995 4.03747
C -4.06242 -1.31299 2.80058
C -4.96797 -0.09949 3.01035
O -4.94307 0.71496 1.83068
C -6.09309 1.56588 1.94924
N -2.73721 -0.88757 2.56306
H -4.84631 -2.87871 4.01356
H -4.22541 -1.53951 4.92915
H -3.13389 -2.68542 4.28255
H -4.40693 -1.93879 1.97731
H -4.71332 0.59446 3.81141
H -5.96249 -0.46664 3.26379
H -5.98727 2.38621 2.65913
H -7.05930 1.09126 2.12030
H -6.23021 2.08663 1.00155
H -2.11256 -1.67935 2.61772
H -2.42049 -0.63733 3.48890
C -4.49570 2.22172 -1.71254
C -3.39706 1.68962 -2.61382
O -2.78515 0.51761 -2.00871
O -4.06152 2.14046 -0.35113
H -5.45145 1.77134 -1.98049
H -4.62797 3.28536 -1.91077
H -2.62772 2.45677 -2.70157
H -3.77385 1.52341 -3.62303
H -2.56697 -0.12065 -2.69181
H -4.40126 2.94531 0.04686
C -0.86544 2.96968 1.00459
C -1.24923 2.44137 2.38197
O -2.53873 1.83396 2.24476
O -1.29089 2.06935 -0.04320
H 0.18757 3.19786 0.83963
H -1.32665 3.94985 0.88364
H -1.12540 3.27223 3.07655
H -0.54256 1.67129 2.69135
H -3.02349 2.18565 2.99504
H -0.94302 2.35033 -0.89270

Force components x, y, z for each atom (eV/Å):
Hf 1.6 0.7 1.0
P 3.0 1.2 0.7
F 0.3 -0.8 -1.3
F 0.0 -1.2 -0.1
F -1.9 -0.4 1.6
F 0.4 0.5 -0.7
F -0.5 0.8 -1.1
F -1.3 -0.3 0.9
C 1.7 0.9 0.6
O 0.0 -0.3 0.2
H -0.5 0.6 -0.4
H -0.7 -0.9 -0.2
H -0.4 -0.4 0.0
H -0.1 0.1 0.0
C -0.8 -0.9 0.9
O 0.5 0.8 -0.6
H 0.6 0.8 0.0
H -0.2 -0.3 0.0
H -0.4 -0.2 -0.2
H -0.1 -0.2 -0.1
C -0.4 -0.9 -0.3
C 0.6 0.6 0.9
C 1.4 1.0 -1.4
O -0.7 1.2 1.3
C 0.4 -1.5 -0.4
N -0.1 -0.3 0.7
H -0.7 0.1 0.2
H 0.3 -0.1 0.0
H 0.0 -0.5 0.0
H -0.1 -0.1 -0.8
H -0.2 -0.3 0.0
H 0.0 0.4 0.2
H 0.0 0.1 -0.1
H 0.1 0.3 0.3
H -0.6 0.2 -0.6
H 0.2 -0.1 -0.3
H 0.1 -0.2 0.2
C -0.4 1.1 -0.9
C 1.6 -0.4 0.1
C -1.6 -0.2 0.1
O -0.1 0.3 0.6
C 0.7 0.0 -0.2
N -0.2 -0.8 -0.2
H 0.2 0.1 -0.1
H 0.0 -0.3 0.2
H -0.1 0.2 0.4
H 0.0 -0.4 0.1
H 0.6 -0.2 0.1
H 0.0 0.1 -0.2
H -0.1 0.5 0.2
H 0.1 0.2 -0.1
H -0.9 -0.2 0.0
H 0.1 0.6 0.0
H -0.2 -0.5 -0.2
C -0.8 -1.5 0.4
C -1.6 -3.6 0.3
C 0.2 1.3 0.7
O 0.1 -0.8 -1.9
C -0.7 -0.8 0.9
N 0.1 1.9 0.3
H -0.6 0.0 0.1
H 0.4 0.9 0.2
H 0.0 0.0 -0.1
H -0.3 0.1 -0.4
H 0.5 0.5 0.0
H -0.5 0.1 -0.1
H -0.1 0.3 -0.2
H 0.6 -0.3 0.4
H 0.5 0.0 0.0
H 0.1 0.6 -0.4
H 1.4 1.7 -0.2
C -1.2 -1.1 1.7
C -1.1 -0.3 0.9
C 0.3 -0.7 -0.3
O -1.2 -0.6 0.3
C -0.4 1.5 -1.7
N 1.6 1.5 -0.6
H 0.0 -0.1 0.2
H -0.1 0.2 0.1
H 0.1 0.0 -0.7
H -0.3 0.3 -0.3
H 0.6 -0.5 0.5
H -0.2 0.1 -0.4
H 0.4 -0.3 0.5
H 0.4 -0.7 0.2
H 0.1 -0.2 -0.2
H 0.0 -1.2 -1.8
H 0.1 2.0 0.3
C 0.2 0.4 -1.3
C 0.5 0.7 0.2
O -0.9 0.4 0.4
O -0.4 -0.8 -0.2
H -0.1 -0.5 0.9
H 0.1 0.0 -0.4
H 0.2 -0.1 0.1
H -0.1 -0.4 0.1
H 0.3 -0.2 -0.1
H 0.3 -0.1 0.7
C 0.0 0.7 -0.6
C 2.4 -0.5 -1.5
O 0.0 1.1 0.4
O -1.4 -0.5 1.7
H 0.2 -0.5 0.6
H -0.6 0.0 -0.3
H -0.8 -0.1 0.2
H 0.0 -0.1 0.0
H -0.8 -0.4 -0.1
H 0.7 0.2 -1.1

* Kohn-Sham gap (alpha / beta): 6.0 / 5.6 eV
* 2S+1: 2
* ⟨S²⟩: 0.75
* net charge: +2
* HOMO (alpha / beta): -11.294 / -11.294 eV
* LUMO (alpha / beta): -0.1951 / -0.2095 Eh


Result set for max |F|: 4.24; 6.73; 3.96 eV/Å, one per record in the order listed.